The following is a quantum chemistry calculation of an isolated ion of composition C19H29IN6O4PS2 and charge +1 in a non-equilibrium geometry, from the OMol25 dataset.

Structure (ORCA input):
```
! RIJCOSX wB97M-V def2-TZVPD def2/J DEFGRID3
* xyz 1 1
C 5.010 0.995 1.408
C 4.715 0.978 -0.184
C 5.933 0.889 -1.124
C 5.668 0.917 -2.650
C 4.208 1.004 -3.132
C 2.962 1.098 -2.201
C 3.225 1.086 -0.680
C 2.129 1.215 0.468
N 0.719 1.302 -0.047
C 0.278 2.689 -0.463
O 0.017 2.749 -1.913
O -1.165 3.447 -1.993
C -0.090 0.235 -0.147
N -1.437 0.495 -0.637
C -2.415 0.918 0.392
C -3.827 1.432 -0.256
S -4.511 2.818 0.767
C -5.918 2.050 1.703
N -6.038 0.729 2.224
N -7.273 0.636 2.805
C -7.888 1.934 2.656
O -7.051 2.858 1.971
C -1.935 -0.445 -1.655
C -2.502 -1.844 -1.153
O -3.011 -2.121 -0.056
I -2.432 -3.501 -2.616
N 0.510 -1.041 0.230
C -0.166 -1.760 1.337
C -0.387 -3.333 1.198
C 0.947 -4.225 1.539
S 0.725 -5.038 3.206
P 1.122 -1.994 -1.105
N 2.582 -2.572 -0.705
H 4.895 -0.070 1.834
H 6.081 1.324 1.636
H 4.288 1.665 1.982
H 6.964 0.831 -0.642
H 6.579 0.874 -3.343
H 4.047 1.041 -4.269
H 1.898 1.195 -2.587
H 2.328 2.230 0.986
H 2.258 0.435 1.302
H -0.625 3.065 0.115
H 1.114 3.466 -0.290
H -1.888 2.832 -2.259
H -2.058 1.814 1.032
H -2.719 0.118 1.154
H -3.718 1.683 -1.369
H -4.557 0.544 -0.131
H -8.932 2.182 3.024
H -1.052 -0.681 -2.365
H -2.739 0.012 -2.348
H -1.194 -1.300 1.585
H 0.462 -1.600 2.297
H -0.900 -3.671 0.227
H -1.132 -3.626 2.032
H 1.198 -4.962 0.702
H 1.791 -3.460 1.660
H -0.075 -4.126 3.909
H 0.341 -3.126 -1.484
H 1.349 -1.106 -2.222
H 3.293 -2.179 -1.356
*
```

Results
**ΔE to the lowest compared entry with this formula, charge and spin**: 130.12 kcal per mole
**SMILES**: Cc1ccccc1CN(COO)/C(N(CCSc1nnco1)CC(=O)I)=[N+](\CCCS)[PH2]=N
**Frontier orbital gap**: 6.55 eV